Version A
The following is a quantum chemistry calculation of 3 unconnected molecules or ions with the total composition C5H13NO2, from the Open Molecules 2025 dataset.

As for the HOMO energy: -8.430 eV. As for the spin multiplicity: 1.

Last column: natural (NBO) charge in e.
Cartesian coordinates (Å):
C1 -2.459 1.396 -0.882  -0.03
N1 -1.658 0.608 -0.265  -0.43
C2 -0.291 0.624 -0.130  0.14
C3 0.293 -0.598 0.055  -0.42
C4 0.525 1.910 0.071  -0.45
C5 0.501 2.054 1.625  -0.59
H1 -3.566 1.190 -0.588  0.18
H2 -2.253 2.129 -1.631  0.16
H3 1.183 -0.752 0.485  0.18
H4 -0.110 -1.510 -0.263  0.20
H5 1.472 1.651 -0.379  0.22
H6 0.226 2.718 -0.430  0.21
H7 -0.431 2.496 2.003  0.21
H8 0.701 0.987 1.938  0.22
H9 1.302 2.578 1.950  0.20
O1 0.579 -6.013 1.925  -0.94
H10 1.135 -6.109 1.138  0.47
H11 -0.114 -6.545 1.929  0.46
O2 1.117 0.652 -3.149  -0.94
H12 1.250 -0.300 -3.089  0.47
H13 0.597 0.835 -2.313  0.47

---

Version B
The following is a quantum chemistry calculation of 2 unconnected molecules or ions with the total composition C5H13NO2, from the Open Molecules 2025 dataset.

As for the HOMO energy: -10.266 eV. As for the spin multiplicity: 1.

Last column: natural (NBO) charge in e.
Cartesian coordinates (Å):
N1 -1.595 1.773 0.163  -0.87
C1 -2.536 1.256 -0.643  0.87
O1 -3.594 1.764 -0.931  -0.65
O2 -2.166 0.033 -1.126  -0.72
H1 -0.766 1.172 0.555  0.44
H2 -1.785 2.684 0.543  0.41
H3 -2.883 -0.294 -1.685  0.50
C2 2.085 -1.622 0.234  -0.61
C3 0.840 -0.801 -0.040  -0.19
C4 0.163 -0.390 1.418  -0.68
C5 1.148 0.408 -0.895  -0.63
H4 2.506 -1.979 -0.708  0.21
H5 1.860 -2.488 0.853  0.21
H6 2.838 -1.022 0.743  0.20
H7 0.088 -1.418 -0.540  0.21
H8 -0.913 -0.263 1.518  0.23
H9 0.260 -1.284 2.036  0.23
H10 0.824 0.345 1.878  0.21
H11 0.220 0.924 -1.167  0.22
H12 1.798 1.113 -0.378  0.20
H13 1.608 0.090 -1.827  0.21

---

The winner here is version B, beating the second structure by 3.757 eV.

---

Version A
The following is a quantum chemistry calculation of 2 unconnected molecules or ions with the total composition C2H3FNO3, from the Open Molecules 2025 dataset.

As for the HOMO energy (spin up / spin down): -2.392 / -2.393 eV. As for the spin multiplicity: 1. Its total charge is -1.

Last column: natural (NBO) charge in e.
Cartesian coordinates (Å):
C1 -1.055 0.228 -0.308  0.58
C2 -0.480 -0.788 -1.032  -0.20
N1 1.832 1.277 0.821  -0.02
O1 -1.854 1.091 -0.741  -0.75
O2 -0.807 0.235 1.159  -0.78
O3 1.675 1.255 -0.369  -0.23
F1 0.223 -1.686 -0.229  -0.43
H1 -0.929 -1.263 -1.946  0.15
H2 1.853 0.255 1.327  0.22
H3 -0.458 -0.604 1.318  0.46

---

Version B
The following is a quantum chemistry calculation of 2 unconnected molecules or ions with the total composition C2H3FNO3, from the Open Molecules 2025 dataset.

As for the HOMO energy (spin up / spin down): -3.589 / -3.590 eV. As for the spin multiplicity: 1. Its total charge is -1.

Last column: natural (NBO) charge in e.
Cartesian coordinates (Å):
C1 1.868 -0.320 0.031  0.67
C2 1.041 0.894 -0.457  0.38
N1 -1.040 -0.775 0.099  -0.52
O1 2.952 -0.315 -0.620  -0.75
O2 1.471 -0.991 0.995  -0.74
O3 -0.750 0.099 -0.915  -0.52
F1 0.724 1.700 0.590  -0.35
H1 1.302 1.322 -1.336  0.15
H2 -0.661 -0.327 0.884  0.35
H3 -0.753 -1.750 -0.114  0.33

---

The winner here is version B, beating the second structure by 0.881 eV.

---

Version A
The following is a quantum chemistry calculation of a molecular structure, C5H8N2O, from the Open Molecules 2025 dataset.

As for the HOMO energy: -7.985 eV. As for the spin multiplicity: 1.

Last column: natural (NBO) charge in e.
Cartesian coordinates (Å):
C1 1.683 -0.439 0.673  -0.08
C2 0.420 0.442 -0.454  -0.01
C3 -0.680 -0.118 0.084  0.08
C4 0.817 1.402 -1.488  -0.67
C5 -2.093 0.122 -0.350  -0.63
N1 -0.478 -1.001 1.101  -0.39
N2 0.803 -1.110 1.339  0.16
O1 1.122 -1.990 2.354  -0.51
H1 2.741 -0.432 0.733  0.22
H2 1.635 1.010 -2.089  0.23
H3 -0.032 1.593 -2.143  0.22
H4 1.137 2.349 -1.049  0.22
H5 -2.473 -0.756 -0.870  0.22
H6 -2.722 0.296 0.519  0.23
H7 -2.148 0.980 -1.014  0.21
H8 0.268 -2.347 2.655  0.50

---

Version B
The following is a quantum chemistry calculation of a molecular structure, C5H8N2O, from the Open Molecules 2025 dataset.

As for the HOMO energy: -8.363 eV. As for the spin multiplicity: 1.

Last column: natural (NBO) charge in e.
Cartesian coordinates (Å):
C1 0.996 -0.797 -0.444  0.28
C2 -0.953 0.592 0.135  0.27
C3 -1.101 1.913 -0.388  -0.42
C4 -1.841 -0.550 0.690  -0.31
C5 -2.872 -0.997 -0.193  -0.36
H1 3.616 0.393 -0.096  0.36
H2 1.981 1.047 0.749  0.44
H3 0.014 -1.538 -0.616  0.21
H4 -2.111 2.436 -0.417  0.21
H5 -0.352 2.695 -0.424  0.23
H6 -1.822 -0.999 1.818  0.27
H7 -3.426 -2.006 -0.154  0.23
H8 -2.782 -0.554 -1.530  0.21
N1 2.746 0.193 0.353  -0.73
N2 2.273 -0.972 -0.407  -0.27
O1 0.548 0.377 0.280  -0.60

---

Version C
The following is a quantum chemistry calculation of a single C5H8N2O molecule, from the Open Molecules 2025 dataset.

As for the HOMO energy: -9.243 eV. As for the spin multiplicity: 1.

Last column: natural (NBO) charge in e.
Cartesian coordinates (Å):
H1 -3.011 -1.953 0.468  0.35
N1 -2.686 -1.079 -0.117  -0.59
C1 -1.525 -0.962 0.263  0.28
N2 -0.635 0.139 -0.042  -0.52
C2 -1.124 1.383 -0.389  0.56
O1 -2.159 1.908 -0.035  -0.53
C3 0.801 -0.080 -0.048  0.19
C4 1.348 -1.236 -0.433  -0.45
C5 1.694 1.094 0.301  -0.66
H2 -0.998 -1.819 0.700  0.16
H3 -0.315 2.068 -0.880  0.11
H4 2.393 -1.522 -0.352  0.22
H5 0.694 -2.104 -0.552  0.19
H6 2.828 0.943 0.054  0.25
H7 1.200 1.944 -0.398  0.22
H8 1.495 1.276 1.460  0.24

---

Version D
The following is a quantum chemistry calculation of a single C5H8N2O molecule, from the Open Molecules 2025 dataset.

As for the HOMO energy: -7.795 eV. As for the spin multiplicity: 1.

Last column: natural (NBO) charge in e.
Cartesian coordinates (Å):
C1 -1.577 1.225 0.087  -0.65
C2 -0.788 -0.058 -0.004  0.25
N1 -1.538 -1.240 0.081  -0.81
C3 0.557 -0.009 0.033  -0.22
C4 1.418 1.128 -0.072  -0.01
N2 2.656 0.841 0.017  -0.08
O1 2.788 -0.566 0.103  -0.38
C5 1.482 -1.152 0.055  -0.11
H1 -2.206 1.353 -0.799  0.22
H2 -0.885 2.060 0.179  0.22
H3 -2.191 1.236 1.027  0.23
H4 -1.073 -2.086 -0.265  0.38
H5 -2.478 -1.246 -0.278  0.38
H6 1.112 2.132 -0.088  0.21
H7 1.302 -1.882 0.867  0.20
H8 1.420 -1.734 -0.945  0.17

---

The winner here is version D, beating the second structure by 0.263 eV.

---

Version A
The following is a quantum chemistry calculation of a molecular structure, C5H8N2O, from the Open Molecules 2025 dataset.

As for the HOMO energy (spin up / spin down): -7.471 / -7.471 eV. As for the spin multiplicity: 1.

Last column: natural (NBO) charge in e.
Cartesian coordinates (Å):
C1 -1.864 -1.123 0.270  -0.69
C2 -1.054 0.053 -0.159  0.38
C3 1.152 1.067 -0.570  0.28
C4 0.246 -0.054 -0.649  -0.42
C5 1.924 -0.141 0.286  0.09
O1 -1.652 1.276 -0.099  -0.67
N1 1.145 2.273 -0.258  -0.63
N2 2.544 -1.161 -0.163  -0.68
H1 -2.538 1.198 0.279  0.49
H2 0.215 2.705 -0.266  0.36
H3 3.373 -1.396 0.379  0.35
H4 0.505 -0.854 -1.331  0.26
H5 2.271 0.420 1.162  0.18
H6 -2.730 -1.244 -0.388  0.22
H7 -2.269 -0.987 1.280  0.22
H8 -1.271 -2.033 0.226  0.25

---

Version B
The following is a quantum chemistry calculation of a single C5H8N2O molecule, from the Open Molecules 2025 dataset.

As for the HOMO energy: -8.084 eV. As for the spin multiplicity: 1.

Last column: natural (NBO) charge in e.
Cartesian coordinates (Å):
C1 1.390 -1.662 1.007  -0.66
C2 1.643 -0.186 1.078  -0.30
C3 1.048 1.000 1.107  -0.02
N1 -0.232 1.235 0.681  -0.50
C4 -0.952 0.529 -0.084  0.35
N2 -2.162 0.569 -0.595  -0.84
C5 -0.073 -0.388 -0.992  0.33
O1 -0.695 -0.614 -2.070  -0.57
H1 1.738 -2.291 1.943  0.23
H2 0.192 -1.497 1.152  0.22
H3 1.857 -2.100 0.131  0.23
H4 2.771 -0.307 1.561  0.20
H5 1.676 1.897 1.241  0.22
H6 -2.210 0.371 -1.823  0.47
H7 -3.159 0.925 -0.262  0.43
H8 1.123 -0.465 -0.685  0.22

---

The winner here is version A, beating the second structure by 0.940 eV.

---

Version A
The following is a quantum chemistry calculation of a single C5H8N2O molecule, from the Open Molecules 2025 dataset.

As for the HOMO energy: -7.453 eV. As for the spin multiplicity: 1.

Last column: natural (NBO) charge in e.
Cartesian coordinates (Å):
C1 1.877 0.026 0.363  -0.61
C2 0.381 -0.085 0.324  -0.11
C3 -0.312 -0.669 1.307  0.02
N1 -1.673 -0.933 1.338  -0.81
C4 -0.249 0.498 -0.888  -0.17
N2 0.399 0.257 -2.137  -0.80
C5 -1.288 1.269 -0.748  0.64
O1 -2.210 1.975 -0.545  -0.48
H1 2.319 -0.417 -0.527  0.21
H2 2.174 1.074 0.388  0.21
H3 2.273 -0.473 1.243  0.21
H4 0.223 -1.079 2.154  0.19
H5 -2.086 -0.944 2.257  0.38
H6 -2.225 -0.419 0.668  0.38
H7 0.521 -0.739 -2.291  0.37
H8 -0.123 0.658 -2.907  0.37

---

Version B
The following is a quantum chemistry calculation of a single C5H8N2O molecule, from the Open Molecules 2025 dataset.

As for the HOMO energy: -9.425 eV. As for the spin multiplicity: 1.

Last column: natural (NBO) charge in e.
Cartesian coordinates (Å):
C1 2.228 1.590 -0.523  -0.22
C2 1.436 0.669 -0.274  -0.01
C3 0.643 -0.372 0.251  -0.20
C4 1.710 -1.384 0.680  -0.60
N1 -0.244 -1.063 -0.677  -0.41
C5 -1.512 -0.827 -0.724  0.24
N2 -2.191 0.031 0.314  -0.39
O1 -1.545 1.445 0.401  -0.58
H1 3.052 2.287 -0.722  0.25
H2 0.001 0.009 1.155  0.22
H3 2.196 -0.953 1.703  0.22
H4 2.582 -1.460 -0.173  0.23
H5 1.513 -2.541 0.885  0.23
H6 -2.265 -1.453 -1.374  0.20
H7 -3.142 0.162 -0.050  0.36
H8 -1.567 1.552 1.438  0.48

---

The winner here is version A, beating the second structure by 4.530 eV.

---

Version A
The following is a quantum chemistry calculation of a molecular structure, C4H10N2O2, from the Open Molecules 2025 dataset.

As for the HOMO energy: -8.834 eV. As for the spin multiplicity: 1.

Last column: natural (NBO) charge in e.
Cartesian coordinates (Å):
C1 1.267 1.721 0.891  -0.27
O1 0.158 1.628 0.040  -0.56
N1 -1.197 0.824 0.839  0.43
O2 -2.218 1.226 0.450  -0.19
H1 0.962 1.752 1.946  0.17
H2 1.810 2.638 0.643  0.19
H3 1.919 0.852 0.744  0.17
C2 0.135 -0.081 -2.115  -0.45
C3 -0.354 -1.825 1.132  -0.65
C4 -0.643 -1.013 -0.092  0.02
N2 0.356 -0.445 -0.739  -0.30
H4 -1.582 -1.221 -0.618  0.16
H5 1.056 0.335 -2.517  0.21
H6 -0.656 0.666 -2.237  0.21
H7 -0.164 -0.963 -2.696  0.20
H8 -0.157 -2.866 0.866  0.23
H9 0.516 -1.426 1.652  0.23
H10 -1.208 -1.802 1.810  0.21

---

Version B
The following is a quantum chemistry calculation of 2 unconnected molecules or ions with the total composition C4H10N2O2, from the Open Molecules 2025 dataset.

As for the HOMO energy: -8.116 eV. As for the spin multiplicity: 1.

Last column: natural (NBO) charge in e.
Cartesian coordinates (Å):
C1 0.235 2.404 0.123  -0.52
C2 0.574 1.135 0.393  0.19
C3 1.632 0.432 -0.412  -0.66
N1 0.143 0.509 1.571  -0.84
H1 -0.439 2.961 0.766  0.20
H2 0.675 2.941 -0.710  0.20
H3 2.590 0.412 0.115  0.22
H4 1.349 -0.607 -0.601  0.21
H5 1.776 0.900 -1.392  0.23
H6 0.613 -0.360 1.811  0.39
H7 -0.847 0.663 1.753  0.40
N2 -1.192 -1.276 -1.648  -0.51
O1 -1.669 -1.243 -0.270  -0.42
C4 -0.920 -2.054 0.629  0.64
O2 -1.231 -2.304 1.780  -0.55
H8 -1.251 -0.280 -1.875  0.36
H9 -1.969 -1.717 -2.142  0.35
H10 -0.068 -2.516 0.107  0.12

---

The winner here is version B, beating the second structure by 3.341 eV.